The following is a quantum chemistry calculation of a structure of composition C35H45AuN5O at a distorted geometry, from the Open Molecules 2025 dataset.

Geometry (Å):
1 Au 0.0025 -0.9086 -0.6536
2 C 2.5322 -0.1140 2.4356
3 C 3.5588 0.1924 1.3771
4 C 4.9196 0.0532 1.6197
5 C 5.8481 0.3328 0.6287
6 C 5.4228 0.7297 -0.6265
7 C 4.0667 0.8767 -0.9095
8 C 3.5949 1.2734 -2.2886
9 C 3.1670 0.6464 0.1246
10 N 1.7611 0.7488 -0.1280
11 C 1.0940 1.7671 -0.2775
12 C 1.5595 3.1779 -0.1180
13 C -1.4849 2.2272 -0.6069
14 C -1.4956 3.0737 -1.8830
15 N -2.4995 1.2624 -0.7648
16 C -3.7106 1.2989 -1.0268
17 C -4.6866 2.3149 -0.5081
18 C -4.2774 3.3720 0.4569
19 C -5.9722 2.2083 -0.8886
20 C -6.3989 1.1642 -1.7656
21 C -5.5305 0.1896 -2.2732
22 C -4.2107 0.1967 -1.9334
23 C -3.2682 -0.7501 -2.5544
24 H 2.9929 -0.6002 3.2926
25 H 1.7495 -0.7687 2.0426
26 H 2.0433 0.7982 2.7945
27 H 5.2539 -0.2780 2.5949
28 H 6.9052 0.2278 0.8320
29 H 6.1490 0.9275 -1.4054
30 H 4.3759 1.0992 -3.0255
31 H 3.3402 2.3360 -2.3429
32 H 2.7103 0.7077 -2.5909
33 H 2.6479 3.1740 -0.1120
34 H 1.2230 3.5887 0.8328
35 H 1.2168 3.8276 -0.9208
36 H -0.6114 3.6955 -1.9584
37 H -2.3881 3.6997 -1.9198
38 H -1.5084 2.4005 -2.7383
39 H -4.0856 2.9381 1.4441
40 H -5.0602 4.1175 0.5638
41 H -3.3701 3.8794 0.1310
42 H -6.6989 2.9173 -0.5163
43 H -7.4455 1.1288 -2.0555
44 H -5.9049 -0.5575 -2.9587
45 H -3.8049 -1.5122 -3.1129
46 H -2.6295 -1.2235 -1.8073
47 H -2.6003 -0.2250 -3.2447
48 C -1.2316 4.4513 0.7268
49 C -1.4260 2.9762 0.7301
50 O -0.2518 1.4185 -0.6452
51 C -1.5381 2.2578 1.8943
52 C -1.6679 2.9289 3.1636
53 C -1.7851 2.2202 4.3007
54 C -1.7509 0.8152 4.2563
55 C -1.6527 0.1273 3.0312
56 C -1.5669 0.8188 1.8791
57 H -0.7115 4.8015 -0.1583
58 H -0.6858 4.7925 1.5971
59 H -2.1999 4.9636 0.7334
60 H -1.7027 4.0055 3.2264
61 H -1.9006 2.7391 5.2406
62 H -1.8030 0.2540 5.1826
63 H -1.6500 -0.9530 3.0056
64 H -1.5074 0.2729 0.9418
65 C 3.9680 -4.4821 -0.9431
66 C 3.8524 -3.1257 -0.2848
67 N 2.4705 -2.6563 -0.4179
68 C 1.3984 -3.4720 -0.5070
69 N 0.1939 -2.9241 -0.7002
70 C -0.9870 -3.8113 -0.7552
71 C -0.7915 -5.0461 0.0923
72 C 0.4662 -5.7386 -0.3612
73 N 1.5804 -4.7906 -0.3957
74 C 2.9255 -5.3982 -0.3471
75 H 4.9583 -4.9049 -0.7797
76 H 3.8149 -4.3839 -2.0197
77 H 4.4987 -2.3859 -0.7542
78 H 4.1233 -3.1865 0.7719
79 H 2.3216 -1.6928 -0.6409
80 H -1.1691 -4.1006 -1.7964
81 H -1.8548 -3.2477 -0.4224
82 H -1.6423 -5.7191 -0.0117
83 H -0.7068 -4.7635 1.1441
84 H 0.3358 -6.1769 -1.3532
85 H 0.7425 -6.5433 0.3195
86 H 2.8743 -6.3401 -0.8915
87 H 3.1662 -5.6322 0.6929

Results
**Orbital gap**: 4.042 eV
**2S+1**: 1
**Net charge**: +3
**E_HOMO**: -15.35 eV
**Max |F|**: 2.4 eV Å⁻¹